Molecular formula: C24H39F9N4O6PS3
Method: DFT, ωB97M-V/def2-TZVPD

Geometry as XYZ:
```
86
C24H39F9N4O6PS3 ωB97M-V/def2-TZVPD
C 4.613 0.888 4.936
C 3.990 1.713 3.623
C 4.852 1.408 2.262
C 4.592 2.455 1.027
C 3.017 2.785 0.716
N 2.696 2.358 -0.732
C 1.473 3.066 -1.264
C 0.151 2.130 -1.486
C -0.695 2.832 -2.746
C -2.063 2.021 -3.143
C -3.380 2.991 -2.883
S -4.470 2.286 -1.532
C -5.016 0.507 -1.960
S -4.711 -0.240 -3.475
N -5.794 -0.197 -0.828
C -7.212 -0.740 -0.904
C -7.591 -1.344 0.573
N -6.331 -1.101 1.400
C -5.228 -0.402 0.579
P -1.045 2.257 0.043
O -1.730 3.711 -0.076
O 0.412 0.747 -1.907
C 1.815 0.522 -2.283
S 2.013 -1.315 -2.776
O 0.685 -1.995 -2.373
O 3.266 -1.805 -2.011
C 2.416 -1.335 -4.596
F 1.639 -0.214 -5.248
F 3.863 -0.941 -4.784
C 1.997 -2.694 -5.411
F 2.656 -2.546 -6.767
F 0.546 -2.608 -5.691
C 2.547 -4.095 -4.814
F 3.927 -3.832 -4.257
F 2.783 -5.049 -5.960
C 1.704 -4.838 -3.654
F 2.185 -4.575 -2.247
F 1.932 -6.321 -3.842
F 0.241 -4.661 -3.649
C 2.705 0.856 -0.907
N 2.045 0.074 0.207
H 4.193 -0.223 4.868
H 5.801 0.884 4.856
H 4.258 1.395 5.934
H 4.100 2.857 3.856
H 2.892 1.355 3.433
H 6.002 1.522 2.560
H 4.739 0.275 1.911
H 5.184 3.460 1.261
H 5.144 1.989 0.077
H 2.254 2.367 1.498
H 2.916 3.969 0.720
H 3.521 2.725 -1.298
H 1.176 3.981 -0.595
H 1.754 3.520 -2.329
H 0.039 2.742 -3.679
H -0.831 3.978 -2.549
H -2.015 1.811 -4.311
H -2.196 0.984 -2.578
H -3.009 4.054 -2.488
H -3.944 3.186 -3.912
H -7.877 -0.680 -1.872
H -8.620 -1.816 0.875
H -4.186 -0.093 1.033
H -0.344 2.130 1.307
H -2.166 1.316 -0.063
H 2.206 1.171 -3.174
H 3.847 0.544 -1.034
H 1.257 0.611 0.630
H 2.726 -0.272 0.918
C -4.131 -0.977 4.062
O -2.742 -0.734 3.871
C -2.006 -0.810 5.096
C -1.247 -2.135 5.207
O -2.149 -3.238 5.351
C -2.310 -3.962 4.136
H -4.596 -1.097 3.079
H -4.308 -1.887 4.642
H -4.591 -0.120 4.563
H -2.666 -0.660 5.960
H -1.281 0.009 5.082
H -0.629 -2.111 6.111
H -0.582 -2.282 4.348
H -1.406 -4.544 3.930
H -2.524 -3.301 3.294
H -3.149 -4.652 4.257
```

Kohn-Sham gap   6.6154 eV
Net charge   +1
HOMO   -10.1447 eV

=====

Molecular formula: C24H39GeN2O3PtSi3
Method: DFT, ωB97M-V/def2-TZVPD

Geometry as XYZ:
```
73
C24H39GeN2O3PtSi3 ωB97M-V/def2-TZVPD
Pt -0.132 0.417 -0.133
C -1.443 4.438 -1.617
O -2.839 4.189 -1.446
C -3.372 3.057 -1.065
C -4.798 3.118 -1.068
C -5.534 2.027 -0.711
C -4.894 0.848 -0.325
C -3.478 0.723 -0.267
C -2.989 -0.486 0.177
N -1.646 -0.810 0.307
N -1.288 -1.959 0.755
C 0.026 -2.177 0.847
O 0.881 -1.233 0.512
C 0.463 -3.470 1.327
C -0.497 -4.446 1.666
C -0.099 -5.686 2.120
C 1.253 -5.983 2.250
C 2.208 -5.027 1.920
C 1.821 -3.784 1.464
C -2.666 1.867 -0.671
O -1.366 1.888 -0.699
H -1.370 5.488 -1.880
H -1.044 3.825 -2.422
H -0.888 4.237 -0.706
H -5.249 4.051 -1.373
H -6.614 2.074 -0.727
H -5.489 -0.013 -0.049
H -3.685 -1.265 0.464
H -1.544 -4.212 1.567
H -0.844 -6.428 2.375
H 1.560 -6.956 2.608
H 3.259 -5.262 2.022
H 2.564 -3.043 1.209
C 1.192 4.308 0.917
Si 2.493 3.016 1.327
C 2.172 2.217 2.995
C 4.231 3.662 1.029
Ge 2.117 1.179 -0.455
Si 2.597 1.511 -2.972
C 4.231 2.428 -3.092
C 1.133 2.574 -3.472
C 2.531 -0.175 -3.793
Si 3.944 -0.731 0.137
C 3.638 -2.142 -1.056
C 5.506 0.211 -0.312
C 3.786 -0.935 1.994
H 1.265 5.134 1.630
H 0.190 3.887 1.003
H 1.328 4.724 -0.083
H 1.981 3.000 3.734
H 3.021 1.634 3.352
H 1.296 1.568 2.965
H 4.358 4.577 1.613
H 4.403 3.915 -0.018
H 5.003 2.963 1.349
H 4.245 3.319 -2.463
H 4.376 2.754 -4.126
H 5.084 1.805 -2.827
H 1.207 3.581 -3.060
H 0.196 2.117 -3.149
H 1.104 2.659 -4.562
H 3.478 -0.707 -3.715
H 2.318 -0.045 -4.857
H 1.742 -0.802 -3.374
H 4.005 -1.878 -2.047
H 2.584 -2.406 -1.130
H 4.185 -3.031 -0.729
H 5.563 0.431 -1.377
H 6.363 -0.426 -0.064
H 5.619 1.141 0.244
H 2.751 -1.030 2.319
H 4.241 -0.085 2.502
H 4.324 -1.833 2.312
```

<S²>   8.809
Kohn-Sham gap (alpha / beta)   6.4918 / 5.1335 eV
Net charge   +2
Energy above the lowest of the compared OMol25 structures with the same formula, charge and spin   6.6 kcal/mol
Multiplicity   6
HOMO (alpha / beta)   -11.4906 / -13.9086 eV

=====

Molecular formula: C24H39MgO17S3
Method: DFT, ωB97M-V/def2-TZVPD

Geometry as XYZ:
```
84
C24H39MgO17S3 ωB97M-V/def2-TZVPD
Mg -2.707 2.210 -1.750
C -2.370 -1.245 0.785
C -2.152 -0.167 -0.062
C -0.811 0.203 -0.706
O -0.804 1.212 -1.476
C 0.319 -0.455 -0.410
C 0.201 -1.604 0.550
C -1.238 -2.089 1.085
O -1.291 -3.227 1.751
O 1.379 -2.067 0.814
O -3.232 0.566 -0.230
H -3.320 -1.392 1.278
H 1.217 -0.139 -0.920
O -1.940 3.233 -3.052
H -1.444 3.987 -3.427
C 2.780 -4.572 2.412
C 2.329 -3.555 3.450
C 0.839 -3.412 3.791
O 0.761 -3.236 5.178
C 1.913 -3.741 5.698
O 2.243 -3.780 6.897
O 2.758 -4.054 4.664
H 2.469 -5.552 2.774
H 3.845 -4.798 2.360
H 2.257 -4.452 1.463
H 2.620 -2.521 3.267
H 0.010 -4.074 3.538
H 0.545 -2.451 3.369
C 4.239 -0.593 1.403
C 4.251 0.568 0.467
C 2.992 1.457 0.457
O 3.292 2.504 1.257
C 4.648 2.529 1.463
O 5.236 3.507 1.896
O 5.259 1.363 1.056
H 3.494 -1.313 1.061
H 4.040 -0.255 2.419
H 5.232 -1.037 1.331
H 4.563 0.269 -0.534
H 2.227 0.741 0.755
H 2.902 1.843 -0.559
C 2.248 -0.184 -5.159
C 0.940 0.687 -5.456
C 0.745 1.855 -4.520
O 1.223 2.916 -5.390
C 1.371 2.588 -6.682
O 1.633 3.316 -7.643
O 1.192 1.210 -6.768
H 3.125 0.461 -5.097
H 2.449 -0.862 -5.988
H 2.121 -0.549 -4.139
H 0.050 0.064 -5.546
H 1.294 1.817 -3.579
H -0.229 1.978 -4.045
C -0.146 4.655 -0.462
S -1.471 4.204 0.641
O -2.386 3.386 -0.254
C -0.322 2.998 1.454
H -0.462 5.415 -1.176
H -0.120 3.763 -1.088
H 0.849 4.966 -0.142
H 0.473 3.579 1.921
H 0.295 2.272 0.925
H -0.806 2.513 2.301
C -5.040 -0.596 3.451
S -3.603 0.658 3.498
O -4.080 1.817 4.359
C -2.321 -0.269 4.431
H -5.983 -0.374 2.950
H -5.375 -0.629 4.487
H -4.701 -1.609 3.235
H -2.103 -1.183 3.879
H -2.924 -0.469 5.316
H -1.490 0.367 4.735
C -4.808 -1.182 -2.283
S -3.966 -0.319 -3.672
O -3.500 1.002 -3.051
C -2.466 -1.434 -3.806
H -4.170 -1.713 -1.575
H -5.410 -2.046 -2.561
H -5.383 -0.547 -1.609
H -2.105 -1.952 -2.918
H -1.655 -0.735 -4.008
H -2.530 -2.248 -4.529
```

Kohn-Sham gap   7.2464 eV
Net charge   -1
HOMO   -5.4413 eV

=====

Molecular formula: C24H39MoN2O2P3S
Method: DFT, ωB97M-V/def2-TZVPD

Geometry as XYZ:
```
72
C24H39MoN2O2P3S ωB97M-V/def2-TZVPD
P 2.786 -0.418 -0.376
C 3.577 -0.621 1.283
H 4.672 -0.619 1.099
H 3.286 -1.578 1.762
H 3.315 0.223 1.934
C 3.423 -1.907 -1.235
H 3.143 -1.845 -2.316
H 2.979 -2.813 -0.784
H 4.516 -1.880 -1.126
C 3.772 0.964 -1.063
H 4.826 0.621 -1.107
H 3.676 1.851 -0.414
H 3.404 1.198 -2.072
P -0.802 2.816 -0.781
C -0.939 3.921 0.679
H -1.332 4.901 0.333
H 0.058 4.063 1.145
H -1.630 3.495 1.417
C 0.260 3.839 -1.871
H 0.220 3.449 -2.913
H 1.293 3.775 -1.498
H -0.102 4.890 -1.850
C -2.507 2.917 -1.463
H -2.724 3.975 -1.722
H -3.229 2.563 -0.705
H -2.595 2.287 -2.363
P -2.079 -1.857 -0.336
C -2.890 -2.195 1.285
H -3.514 -3.100 1.151
H -3.531 -1.341 1.576
H -2.136 -2.373 2.067
C -3.551 -1.518 -1.367
H -4.288 -2.323 -1.158
H -3.251 -1.533 -2.439
H -3.949 -0.531 -1.099
C -1.612 -3.570 -0.837
H -2.560 -4.148 -0.873
H -0.913 -3.976 -0.064
H -1.127 -3.538 -1.815
Mo -0.102 0.311 -0.945
C 1.106 1.314 0.586
O 1.757 2.038 1.351
C -1.618 0.565 0.594
O -2.565 0.914 1.309
C -1.384 -0.042 -3.180
C -0.729 -1.280 -2.984
C 0.666 -1.347 -2.908
C 1.426 -0.170 -3.069
C 0.795 1.071 -3.262
C -0.615 1.120 -3.324
H -2.450 -0.054 -3.573
H -1.311 -2.217 -3.284
H 1.178 -2.340 -3.119
H 2.509 -0.273 -3.426
H 1.386 1.934 -3.709
H -1.085 2.026 -3.842
N 0.791 -2.829 0.749
C 0.570 -2.010 1.790
N 0.214 -0.735 1.714
C 0.079 -0.267 3.044
C -0.293 0.993 3.558
C -0.427 1.263 4.942
C -0.187 0.309 5.933
C 0.202 -0.979 5.470
C 0.315 -1.219 4.088
S 0.755 -2.772 3.407
H 1.247 -3.744 0.970
H 0.949 -2.449 -0.150
H -0.504 1.781 2.856
H -0.740 2.278 5.208
H -0.294 0.550 6.989
H 0.420 -1.807 6.133
```

<S²>   2.078
Kohn-Sham gap (alpha / beta)   5.7542 / 4.5632 eV
Net charge   +4
Multiplicity   3
HOMO (alpha / beta)   -19.1486 / -19.4662 eV

=====

Molecular formula: C24H40AsBF6N6Na
Method: DFT, ωB97M-V/def2-TZVPD

Geometry as XYZ:
```
79
C24H40AsBF6N6Na ωB97M-V/def2-TZVPD
Na 0.747 1.088 0.630
C 0.752 -4.247 -1.962
C 1.381 -3.002 -1.424
C 2.709 -2.667 -1.341
C 2.730 -1.389 -0.740
N 1.504 -0.976 -0.474
N 0.666 -1.978 -0.901
B -0.835 -1.878 -0.759
N -1.407 -1.734 0.644
N -1.047 -0.722 1.493
C -1.667 -0.968 2.636
C -2.450 -2.145 2.533
C -2.265 -2.607 1.266
C -2.804 -3.829 0.598
C -1.503 -0.122 3.879
C -0.930 -1.008 4.994
C -2.880 0.397 4.315
C -0.568 1.049 3.639
N -1.382 -0.638 -1.603
N -1.012 0.577 -1.407
C -1.617 1.331 -2.401
C -2.454 0.498 -3.217
C -2.309 -0.737 -2.721
C -2.886 -2.035 -3.129
C -1.356 2.784 -2.593
C -0.365 3.338 -1.582
C -2.707 3.516 -2.472
C -0.806 2.962 -4.023
C 3.942 -0.530 -0.417
C 5.214 -1.307 -0.756
C 3.960 -0.177 1.073
C 3.913 0.753 -1.253
H 1.534 -4.917 -2.317
H 0.174 -4.778 -1.204
H 0.082 -4.045 -2.800
H 3.544 -3.268 -1.661
H -1.328 -2.847 -1.259
H -3.056 -2.600 3.301
H -3.443 -4.365 1.299
H -3.401 -3.593 -0.284
H -2.010 -4.505 0.279
H -1.588 -1.851 5.218
H 0.047 -1.406 4.710
H -0.806 -0.422 5.909
H -3.570 -0.424 4.522
H -2.780 0.993 5.226
H -3.323 1.029 3.541
H 0.436 0.718 3.367
H -0.934 1.721 2.865
H -0.462 1.640 4.552
H -3.055 0.798 -4.058
H -3.547 -1.882 -3.979
H -2.105 -2.743 -3.405
H -3.451 -2.490 -2.315
H -0.725 3.269 -0.559
H 0.604 2.835 -1.641
H -0.182 4.393 -1.788
H -3.140 3.388 -1.479
H -2.537 4.582 -2.634
H -3.429 3.171 -3.215
H 0.142 2.437 -4.151
H -1.503 2.607 -4.785
H -0.631 4.026 -4.195
H 5.288 -2.228 -0.172
H 5.251 -1.570 -1.816
H 6.094 -0.700 -0.533
H 3.963 -1.081 1.687
H 4.849 0.411 1.313
H 3.109 0.429 1.386
H 3.955 0.521 -2.321
H 3.015 1.347 -1.077
H 4.762 1.393 -1.001
F 0.302 2.911 1.321
As 1.730 3.823 1.881
F 2.494 3.205 0.434
F 1.155 5.190 1.010
F 3.141 4.644 2.374
F 0.857 4.293 3.276
F 2.212 2.342 2.655
```

<S²>   0.758
Kohn-Sham gap (alpha / beta)   8.8582 / 5.0878 eV
Net charge   0
Energy above the lowest of the compared OMol25 structures with the same formula, charge and spin   5.0 kcal/mol
Multiplicity   2
HOMO (alpha / beta)   -8.9089 / -8.9038 eV

=====

Molecular formula: C24H40CdClNO7
Method: DFT, ωB97M-V/def2-TZVPD

Geometry as XYZ:
```
74
C24H40CdClNO7 ωB97M-V/def2-TZVPD
C 3.965 -0.799 2.499
O 2.678 -0.196 2.211
C 2.359 -0.188 0.788
C 2.968 1.131 0.135
C 2.317 2.544 0.552
C 1.508 3.214 -0.698
O 1.567 2.550 1.782
C 0.807 -0.504 0.452
O -0.106 0.131 1.402
C -0.400 -0.704 2.536
C -1.099 0.267 3.657
N -0.483 1.616 3.733
C -1.317 2.681 3.124
C -2.727 2.930 3.873
C -2.732 2.593 5.435
O -3.089 4.323 3.639
O 0.670 -1.916 0.626
C -0.140 -2.614 -0.325
Cl 0.009 -4.413 0.178
C -1.743 -2.331 -0.217
C -2.430 -2.183 -1.680
C -2.317 -3.513 -2.579
C -1.677 -3.193 -4.026
O -0.707 -4.235 -4.404
C 0.601 -3.668 -4.505
C 1.064 -2.715 -5.728
O 1.463 -3.926 -3.631
C 0.389 0.078 -0.978
C -0.889 0.986 -1.117
C -1.312 1.555 -2.521
C -0.524 1.259 -3.836
C 0.712 0.328 -3.709
C 1.126 -0.221 -2.325
H 3.978 -1.935 2.274
H 4.846 -0.245 1.976
H 4.147 -0.691 3.637
H 2.941 -1.085 0.335
H 3.043 1.129 -1.018
H 4.093 1.171 0.485
H 3.210 3.281 0.722
H 1.571 2.567 -1.649
H 1.941 4.239 -0.990
H 0.393 3.315 -0.427
H 2.006 3.162 2.410
H -1.163 -1.534 2.365
H 0.495 -1.170 3.066
H -2.220 0.258 3.429
H -0.950 -0.217 4.698
H -0.179 1.844 4.690
H -1.454 2.448 1.998
H -0.738 3.675 3.155
H -3.573 2.307 3.384
H -1.996 3.198 6.061
H -3.794 2.824 5.822
H -2.576 1.468 5.651
H -3.396 4.330 2.702
H 0.232 -2.624 -1.407
H -1.970 -1.342 0.328
H -2.303 -3.175 0.308
H -1.929 -1.334 -2.265
H -3.533 -1.861 -1.539
H -3.376 -3.918 -2.735
H -1.662 -4.288 -2.056
H -1.129 -2.192 -4.087
H -2.542 -3.167 -4.774
H 0.183 -2.033 -5.999
H 1.411 -3.325 -6.639
H 1.917 -2.069 -5.335
H -1.562 1.276 -0.251
H -2.243 2.229 -2.589
H -0.885 1.731 -4.810
H 1.307 0.062 -4.645
H 2.053 -0.906 -2.274
Cd 4.892 1.729 1.648
```

Kohn-Sham gap   2.3791 eV
Net charge   +2
HOMO   -13.6219 eV

=====

no.,E_tot (hartree),molar mass (g/mol)
1,-4042.07658,777.76
2,-4337.21652,755.53
3,-3611.66483,720.07
4,-2686.68440,608.52
5,-4289.43207,635.34
6,-2146.69958,602.45